C5H4Cl2S | ωB97M-V/def2-TZVPD

Computed properties:
Energy ... -41126.9722 eV
Orbital gap ... 8.152 eV
Structure (SMILES) ... S=C1C=C[C@@H](Cl)[C@H]1Cl
Largest force on an atom ... 5.1 eV/A
Energy relative to the best compared isomer or geometry (same formula, charge and spin) ... 224.3 kJ/mol

The geometry in XYZ format:
```
12
Properties=species:S:1:pos:R:3:lowdin_charge:R:1
S 2.822 -0.084 -0.335 0.757
C 1.303 -0.523 -0.232 -0.879
C 0.619 -1.679 0.600 -0.083
C -0.722 -1.502 0.620 -0.148
C -1.160 -0.516 -0.394 -0.760
Cl -2.838 0.076 -0.253 0.583
C 0.159 0.384 -0.659 -0.691
Cl 0.203 1.596 0.617 0.647
H 1.263 -2.352 1.346 0.150
H -1.737 -1.749 1.324 0.175
H -1.474 -0.925 -1.481 0.120
H 0.379 0.954 -1.630 0.128
```

=====

C5H4ClN | ωB97M-V/def2-TZVPD

Computed properties:
Energy ... -19255.1511 eV
Orbital gap ... 9.223 eV
Largest force on an atom ... 6.3 eV/A
Energy relative to the best compared isomer or geometry (same formula, charge and spin) ... 552.1 kJ/mol

The geometry in XYZ format:
```
11
Properties=species:S:1:pos:R:3:lowdin_charge:R:1
C 2.052 -1.518 0.010 -0.100
C -1.281 -0.518 0.103 -0.079
C -0.611 0.458 -0.793 -0.183
C 0.014 1.232 0.390 -0.524
C 0.183 -0.212 0.178 -0.185
N 2.859 -2.318 0.031 -0.007
Cl 1.450 2.241 -0.105 0.586
H -2.012 -0.072 0.920 0.145
H -1.379 -1.649 -0.033 0.138
H -0.728 0.764 -1.829 0.156
H -0.547 1.591 1.129 0.054
```

=====

C5H4F4O | ωB97M-V/def2-TZVPD

Computed properties:
Energy ... -18165.3904 eV
Orbital gap ... 10.647 eV
Structure (SMILES) ... C[C@@]1(F)C(F)=COC1(F)F
Largest force on an atom ... 5.3 eV/A
Energy relative to the best compared isomer or geometry (same formula, charge and spin) ... 0.0 kJ/mol

The geometry in XYZ format:
```
14
Properties=species:S:1:pos:R:3:lowdin_charge:R:1
C 1.227 -1.132 -0.039 0.021
C 0.336 -0.002 -0.566 -0.262
F 0.843 0.467 -1.759 0.051
C -1.125 -0.309 -0.685 -0.226
F -1.643 -1.343 -1.328 0.103
C -1.863 0.385 0.163 0.010
O -1.152 1.323 0.887 0.056
C 0.213 1.246 0.646 -0.464
F 0.889 0.815 1.736 0.113
F 0.724 2.453 0.527 0.177
H 2.236 -0.913 0.003 0.064
H 1.334 -2.011 -0.782 0.138
H 0.985 -1.412 0.883 0.041
H -3.003 0.433 0.315 0.177
```